# 1
Molecular formula: ClH2O2PS2
Method: DFT, the ωB97M-V functional and the def2-TZVPD basis

Last column: Löwdin charge in e.
Element x y z (Å)
O -0.02495 -0.72370 -1.79939  -0.393
O -0.28377 -2.76887 -0.43939  -0.329
P 0.27419 1.43813 0.24396  0.475
S 0.98428 -0.41605 0.91656  0.329
S -0.24876 -1.35122 -0.53533  0.328
Cl -2.63008 -0.12524 0.34161  -0.149
H 1.50536 1.90339 -0.21693  -0.132
H 0.42373 2.04356 1.48890  -0.129

Calculated values
* strongest force on any atom: 2.3 eV Å⁻¹
* frontier orbital gap (alpha / beta): 7.002 / 7.005 eV

---

# 2
Molecular formula: C5H10OS
Method: DFT, the ωB97M-V functional and the def2-TZVPD basis

Last column: Löwdin charge in e.
Element x y z (Å)
C 1.68529 0.97859 -0.81036  0.022
C 1.18981 -0.06726 -0.21268  -0.307
C 1.63768 -1.34950 0.16526  -0.132
S -1.05596 -0.05744 -0.36765  0.787
C -2.06068 1.11265 -1.08646  -0.275
C -1.24795 0.01048 1.47823  -0.173
O -1.46812 -1.41059 -0.78750  -0.445
H 0.94542 1.57218 -1.16518  0.007
H 2.69345 1.27080 -0.86928  0.065
H 2.70116 -1.47353 0.01599  0.080
H 1.61960 -1.54647 1.30197  0.115
H 1.07541 -2.13619 -0.38540  0.100
H -2.45627 0.85644 -2.13822  0.042
H -1.64678 2.12037 -1.01833  -0.016
H -0.62727 0.77658 2.00089  0.079
H -2.19411 0.11982 1.95936  0.053
H -0.79068 -0.77693 1.91936  -0.001

Calculated values
* strongest force on any atom: 3.8 eV Å⁻¹
* frontier orbital gap: 8.280 eV
* SMILES string: C=C(C)[S@](=C)(C)=O

---

# 3
Molecular formula: C6H9N
Method: DFT, the ωB97M-V functional and the def2-TZVPD basis

Last column: Löwdin charge in e.
Element x y z (Å)
C -0.44033 -1.41445 -0.98294  -0.150
C -1.44219 -0.80258 0.01309  -0.170
C 1.77296 1.12917 0.60166  -0.061
C 0.87286 -0.75627 -0.66595  -0.075
N 0.76801 0.20783 0.14135  -0.061
C -0.95614 0.55835 0.43171  -0.292
C -1.19155 1.73547 0.84615  -0.011
H 1.81151 -1.04389 -1.13932  0.136
H -0.69326 -1.18343 -2.02492  0.119
H -0.36878 -2.50145 -0.90922  0.111
H -1.51191 -1.45110 0.89252  0.112
H -2.44131 -0.72230 -0.41383  0.113
H 2.25730 0.72331 1.49180  0.094
H 1.22197 2.03693 0.87808  0.055
H 2.52085 1.33978 -0.16442  0.088
H -2.17998 2.14465 1.00426  -0.009

Calculated values
* strongest force on any atom: 0.3 eV Å⁻¹
* frontier orbital gap: 7.876 eV

---

# 4
Molecular formula: C5H12ClINP
Method: DFT, the ωB97M-V functional and the def2-TZVPD basis

Last column: Löwdin charge in e.
Element x y z (Å)
C 0.91841 0.80089 -2.56007  -0.083
C 1.09646 -0.61591 2.46613  -0.098
C 0.57126 -0.29004 -1.51561  -0.185
C 0.39420 -1.03819 1.12802  -0.214
C 0.46936 0.08821 0.03460  -0.536
N -0.51665 0.95835 0.02132  -0.237
P -2.08955 0.63694 0.29749  0.386
Cl -2.96511 2.27224 -0.41280  0.237
I -5.03516 -1.03112 -0.10278  -0.252
H 1.19907 0.33121 -3.52051  0.085
H 0.23263 1.59502 -2.78595  0.059
H 1.68650 1.33506 -2.07844  0.049
H 1.14861 0.49236 2.54483  0.073
H 0.48870 -0.93141 3.31640  0.065
H 2.09407 -1.10118 2.34048  0.083
H 1.30879 -1.05977 -1.60525  0.093
H -0.47158 -0.67612 -1.55111  0.102
H 0.93740 -1.94205 0.74394  0.114
H -0.67476 -1.30920 1.28151  0.083
H 1.47804 0.69301 0.28802  0.196
H -2.27070 0.79170 1.66978  -0.022

Calculated values
* strongest force on any atom: 5.6 eV Å⁻¹
* frontier orbital gap (alpha / beta): 5.248 / 5.249 eV

---

# 5
Molecular formula: C9H16Br3NNb
Method: DFT, the ωB97M-V functional and the def2-TZVPD basis

Last column: Löwdin charge in e.
Element x y z (Å)
N 4.99093 0.34939 -0.30783  -0.068
C 4.20722 -0.27696 -1.42705  -0.421
C 3.50264 -1.64082 -0.87325  -0.461
Nb 1.22939 -1.27172 -0.81248  1.128
C -0.97046 -0.61084 -0.85471  -0.399
C -2.00367 -1.15885 -1.88069  -0.135
C -3.45828 -0.58825 -1.82544  -0.110
C -3.84123 0.47535 -0.76968  -0.114
C -2.84673 1.02435 0.27917  -0.225
C -1.38870 0.45094 0.22285  -0.211
H 5.86001 0.74895 -0.69729  0.043
H 4.43288 1.16343 -0.00645  0.047
H 4.80164 -0.43515 -2.38962  0.093
H 3.33527 0.43180 -1.69557  0.018
H 3.78394 -2.56099 -1.49299  0.010
H 3.92678 -1.82544 0.18485  0.024
H 1.07076 -2.03339 0.82982  -0.180
H 0.85164 -2.89636 -1.53840  -0.183
H 1.39615 -0.58143 -2.48351  -0.148
H 1.60288 0.31641 -0.01368  -0.137
H -1.68201 -1.95350 -2.64681  0.067
H -4.26092 -0.93315 -2.56761  0.069
H -4.91230 0.85918 -0.77476  0.067
H -3.15734 1.83957 1.05576  -0.047
H -0.59323 0.80215 0.97708  -0.008
C -3.23694 1.95607 4.31170  -1.561
Br -2.07015 1.76396 2.77521  0.781
Br -2.23694 2.18770 5.96014  0.539
Br -4.53944 3.37225 4.05507  0.545
H -3.79377 1.02537 4.40618  -0.021

Calculated values
* strongest force on any atom: 4.5 eV Å⁻¹
* frontier orbital gap: 6.552 eV
* charge: -1

---

# 6
Molecular formula: C6H10S2
Method: DFT, the ωB97M-V functional and the def2-TZVPD basis

Last column: Löwdin charge in e.
Element x y z (Å)
C -0.60895 -0.68310 0.18060  -0.073
C 0.32874 0.21078 -0.08633  -0.380
C -2.63714 0.14932 -0.14663  -1.188
C -0.73807 -2.09733 0.48640  -0.088
C 1.83805 -0.10340 -0.04014  -0.042
C 0.21449 1.62624 -0.58864  -0.097
S -3.62195 -0.90301 -0.81474  0.608
S -2.95234 1.65289 0.60684  0.685
H -0.14479 -2.62210 -0.13437  0.058
H -1.67463 -2.53632 0.42470  0.036
H -0.50452 -2.23766 1.47328  0.067
H 1.98557 -0.77868 0.85300  0.109
H 1.97421 -0.46738 -0.97042  0.047
H 2.32338 0.80333 0.15504  0.051
H -0.85472 1.75984 -0.96917  0.041
H 0.89496 1.50799 -1.50956  0.108
H 0.51568 2.40843 0.24885  0.130
H -4.37503 1.59560 0.72573  -0.071

Calculated values
* strongest force on any atom: 5.3 eV Å⁻¹
* frontier orbital gap: 7.834 eV

---

# 7
Molecular formula: C37H52BrN4O2PS2Sc
Method: DFT, the ωB97M-V functional and the def2-TZVPD basis

Last column: Löwdin charge in e.
Element x y z (Å)
Sc -0.01177 -0.01133 -0.40038  0.780
C 5.21298 -0.46473 -2.16267  -0.073
C 4.57091 -1.55598 -1.31490  -0.371
C 5.65108 -2.44382 -0.68674  -0.050
C 3.64963 -1.03009 -0.23545  -0.186
C 2.78298 -1.90453 0.39709  -0.008
C 1.94059 -1.53378 1.44510  -0.166
C 1.18963 -2.69892 2.08132  -0.360
C 2.01808 -3.34416 3.19899  -0.035
C -0.23154 -2.41958 2.53896  -0.065
C 1.92028 -0.17466 1.84254  -0.130
C 2.83135 0.72987 1.22704  -0.151
C 3.66112 0.28519 0.20429  -0.009
C 3.12123 2.11500 1.79724  -0.364
C 3.51351 3.15209 0.73667  -0.065
C 4.26672 2.02172 2.81576  -0.033
C 1.25242 0.28565 3.11462  -0.193
C 2.00831 0.05205 4.26552  -0.047
C 1.60232 0.48142 5.51566  -0.039
C 0.42113 1.19726 5.63407  -0.047
C -0.34161 1.43165 4.50456  -0.087
C 0.02716 0.96280 3.23931  -0.290
P -1.12800 1.18748 1.82837  1.159
C -1.02377 2.98823 1.30716  -0.649
C -2.29821 3.49201 0.62336  -0.081
C -0.64381 3.92762 2.45203  -0.064
C 0.07825 2.99481 0.24414  -0.138
C -2.86989 0.77772 2.42509  -0.650
C -3.49438 1.79009 3.39954  -0.074
C -2.86951 -0.59221 3.11636  -0.089
C -3.78532 0.66240 1.19255  -0.087
H 5.73710 -0.91099 -3.00890  0.086
H 5.95188 0.10134 -1.58885  0.088
H 4.47237 0.24014 -2.54518  0.046
H 3.95508 -2.18616 -1.96638  0.142
H 6.27346 -1.85749 -0.00597  0.091
H 6.29821 -2.86519 -1.45794  0.085
H 5.21802 -3.26856 -0.11936  0.078
H 2.75574 -2.93958 0.06742  0.134
H 1.11379 -3.43859 1.27915  0.121
H 2.03490 -2.71748 4.09096  0.070
H 3.04734 -3.52368 2.88402  0.086
H 1.57668 -4.30219 3.48019  0.089
H -0.27227 -1.82116 3.44666  0.073
H -0.74796 -3.36063 2.73843  0.103
H -0.79349 -1.90332 1.75675  0.038
H 4.34593 0.99134 -0.24670  0.112
H 2.23976 2.46558 2.33655  0.111
H 4.55937 3.03447 0.44623  0.083
H 3.40972 4.15757 1.14793  0.092
H 2.91560 3.09623 -0.17348  0.066
H 5.17062 1.65014 2.32710  0.092
H 4.03187 1.36081 3.64703  0.061
H 4.48520 3.01080 3.22315  0.092
H 2.94518 -0.48146 4.16319  0.126
H 2.21505 0.27713 6.38459  0.117
H 0.09300 1.56988 6.59565  0.114
H -1.24794 2.00322 4.61498  0.083
H -3.12687 3.63354 1.31479  0.074
H -2.60763 2.83456 -0.18751  0.060
H -2.06957 4.46355 0.17781  0.066
H -1.40024 3.94969 3.23804  0.078
H -0.55733 4.94123 2.05095  0.098
H 0.31223 3.66157 2.90497  0.075
H -0.26204 2.52577 -0.68650  0.017
H 0.99345 2.53739 0.61029  0.037
H 0.31736 4.02060 -0.05075  0.102
H -3.12108 1.67586 4.41415  0.071
H -4.56739 1.58354 3.44354  0.098
H -3.37657 2.82829 3.09539  0.060
H -2.16864 -0.65148 3.94928  0.076
H -2.65784 -1.39844 2.41637  0.070
H -3.87532 -0.76362 3.50756  0.098
H -4.08589 1.63139 0.79978  0.072
H -4.69193 0.13996 1.50759  0.096
H -3.33063 0.09018 0.38570  0.066
Br -1.32337 5.61654 -2.57740  0.763
C -2.17009 4.05017 -3.24358  -0.719
C -3.06010 4.18744 -4.30385  -0.091
C -3.64201 3.03580 -4.79920  -0.031
C -3.30892 1.81250 -4.23004  0.017
C -2.42882 1.81086 -3.16227  -0.180
N -1.86551 2.91466 -2.66524  0.106
C -2.03449 0.49167 -2.55347  -0.531
O -2.09356 -0.53131 -3.19963  0.081
O -1.61801 0.54472 -1.30630  -0.203
H -3.27657 5.16212 -4.71591  0.105
H -4.34064 3.09039 -5.62348  0.119
H -3.71123 0.87748 -4.59251  0.125
N 2.38456 0.20796 -4.68646  0.117
C 1.45757 -0.03814 -3.75674  -0.815
N 0.60695 -1.02393 -3.96388  0.162
S 1.47478 0.95847 -2.36021  0.736
H 2.43158 -0.31155 -5.54669  0.124
H 3.05690 0.93672 -4.52886  0.098
H 0.64777 -1.58150 -4.80040  0.134
H -0.21437 -1.12531 -3.38942  0.048
S 0.29086 -4.35112 -2.25273  0.675
C 0.12168 -2.98714 -1.46687  -0.936
N 0.01564 -1.96831 -0.86278  -0.032

Calculated values
* strongest force on any atom: 0.5 eV Å⁻¹
* frontier orbital gap: 8.531 eV
* charge: +1

---

# 8
Molecular formula: C24H24FN5O2S
Method: DFT, the ωB97M-V functional and the def2-TZVPD basis

Last column: Löwdin charge in e.
Element x y z (Å)
C -4.06116 1.68135 3.30117  -0.058
C -3.25576 0.70820 4.15519  -0.232
O -2.19369 0.10157 3.44328  -0.063
C -1.00907 0.77321 3.28551  -0.207
C -0.73303 2.05007 3.74422  -0.025
C 0.52124 2.60771 3.54344  -0.086
C 1.50717 1.89739 2.88860  -0.093
C 1.24584 0.62057 2.41795  -0.022
C -0.00435 0.05559 2.60553  -0.153
N -0.34511 -1.22882 2.16691  0.146
C 0.34149 -2.05620 1.34423  -0.543
O 1.40448 -1.80909 0.81734  0.076
C -0.40198 -3.35724 1.08452  -0.336
S -1.82585 -2.98707 -0.00709  0.977
C -0.90460 -2.58657 -1.43832  -0.624
N -0.40270 -3.44265 -2.27506  0.045
N 0.24430 -2.75296 -3.21790  0.056
C 0.15123 -1.47689 -2.95079  -0.264
C 0.69593 -0.38581 -3.80607  -0.033
C 2.13522 -0.07963 -3.51827  -0.254
C 2.68012 1.04918 -2.95259  -0.075
C 4.07316 0.86459 -2.90860  -0.089
C 4.32577 -0.36558 -3.45187  -0.101
N 3.15099 -0.93689 -3.81954  -0.108
C 3.02879 -2.19411 -4.50525  -0.018
N -0.58344 -1.30153 -1.81003  0.058
C -0.90394 -0.11697 -1.12602  -0.219
C -2.22884 0.14857 -0.79759  -0.017
C -2.54251 1.30451 -0.10865  0.006
C -1.52394 2.17531 0.23414  -0.268
F -1.83392 3.30344 0.90584  0.062
C -0.20222 1.92426 -0.08611  0.008
C 0.11034 0.76112 -0.76294  0.002
H -4.85261 2.12258 3.90071  0.080
H -3.42844 2.47503 2.91255  0.061
H -4.50898 1.15105 2.46454  0.072
H -2.87776 1.19860 5.05957  0.119
H -3.89047 -0.12970 4.45943  0.125
H -1.48381 2.62906 4.25699  0.108
H 0.71551 3.60572 3.90523  0.104
H 2.48361 2.33112 2.73851  0.105
H 2.00426 0.05758 1.90089  0.108
H -1.27233 -1.51132 2.46016  0.133
H 0.23780 -4.07465 0.57277  0.090
H -0.81831 -3.78820 1.99313  0.082
H 0.11022 0.52163 -3.64625  0.127
H 0.58642 -0.70448 -4.84662  0.128
H 2.14162 1.91928 -2.62920  0.098
H 4.79701 1.55497 -2.52376  0.089
H 5.25749 -0.87557 -3.59927  0.112
H 2.89476 -2.03337 -5.57945  0.097
H 3.93779 -2.77297 -4.35159  0.092
H 2.17304 -2.75590 -4.12800  0.059
H -3.00477 -0.54623 -1.08039  0.109
H -3.56172 1.53687 0.15357  0.115
H 0.56466 2.62224 0.20637  0.125
H 1.13504 0.51802 -0.99507  0.112

Calculated values
* strongest force on any atom: 1.0 eV Å⁻¹
* frontier orbital gap: 8.460 eV
* SMILES string: CCOc1ccccc1NC(=O)CSc1nnc(Cc2cccn2C)n1-c1ccc(F)cc1

---

Question: Which formula does entry 2 have?
Answer: C5H10OS

---

Question: Among the records above, which one has the lowest strongest force on any atom?
Answer: C6H9N

---

Question: Among the records above, which one has the lowest strongest force on any atom?
Answer: C6H9N

---

Question: strongest force on any atom of number 3 (C6H9N)?
Answer: 0.3 eV Å⁻¹